Density functional theory data (ωB97M-V/def2-TZVPD) for a single C3H3N3 molecule in a non-equilibrium geometry.

The geometry in XYZ format:
```
9
Properties=species:S:1:pos:R:3:nbo_charge:R:1
C 0.2347 -0.5022 -0.5411 -0.17
C -0.5036 0.4618 -1.3098 0.04
N -1.3578 -0.3323 -0.8410 -0.28
N -0.6712 1.3430 1.9746 0.00
N -0.0120 0.5208 1.5460 0.07
C 0.6550 -0.3659 0.8748 -0.30
H 0.8523 -1.2427 -1.0669 0.21
H -0.4080 1.2473 -2.0538 0.20
H 1.2106 -1.1297 1.4173 0.24
```

Results
HOMO-LUMO gap = 8.9 eV
spin multiplicity = 1
LUMO = 0.79 eV
energy relative to the best compared isomer or geometry (same formula, charge and spin) = 90.7 kcal per mole
total charge = 0